The molecule C6H11N3O3S in a non-equilibrium geometry. Source: the Open Molecules 2025 dataset; level of theory: ωB97M-V with the def2-TZVPD basis set.

Gap between HOMO and LUMO: 9.30 eV
Largest force on an atom: 4.4 eV/A

```
! RIJCOSX wB97M-V def2-TZVPD def2/J DEFGRID3
* xyz 0 1
H -1.97 2.70 1.88
N -2.02 2.48 0.86
C -1.43 1.43 0.46
C -1.30 1.19 -0.95
C -1.04 -0.03 -1.46
C -0.98 -1.15 -0.52
N -0.37 -2.36 -0.91
C 0.25 -0.38 0.64
N 1.02 -1.41 1.35
S 1.51 0.38 -0.51
O 1.24 1.66 -1.10
O 2.01 -0.64 -1.37
O 2.61 0.79 0.74
C -0.45 0.66 1.41
H -1.45 1.93 -1.64
H -0.96 -0.28 -2.49
H -1.89 -1.31 0.00
H 0.50 -2.20 -1.60
H -0.98 -3.07 -1.31
H 1.12 -2.16 0.63
H 1.85 -0.96 1.61
H 3.29 1.42 0.35
H 0.36 1.26 1.65
H -0.92 0.07 2.28
*
```

Atom charges from the natural (NBO) analysis, given in e for atoms 1 to 2: H 0.34; N -0.58

The molecule C6H11N3OS in a non-equilibrium geometry. Source: the Open Molecules 2025 dataset; level of theory: ωB97M-V with the def2-TZVPD basis set.

Gap between HOMO and LUMO: 10.09 eV
Largest force on an atom: 4.8 eV/A

```
! RIJCOSX wB97M-V def2-TZVPD def2/J DEFGRID3
* xyz 0 1
C -2.79 -1.54 -0.53
C -1.41 0.06 -0.62
C -0.14 0.87 2.10
C 1.26 -1.02 -1.91
C 0.75 0.62 0.89
C 0.07 1.13 -0.39
N -1.81 -1.00 0.18
N -3.06 -0.96 -1.67
N -2.09 0.04 -1.74
O 0.02 1.31 -2.89
S 1.07 0.82 -1.90
H -3.37 -2.27 -0.04
H -0.55 -0.13 2.40
H 0.48 1.08 3.01
H -0.83 1.63 2.00
H 0.41 -1.64 -2.17
H 1.56 -1.34 -0.98
H 2.04 -1.33 -2.60
H 1.75 1.15 0.79
H 1.10 -0.36 0.77
H -0.22 2.20 -0.20
H -1.96 0.69 -2.45
*
```

Atom charges from the natural (NBO) analysis, given in e for atoms 1 to 2: C 0.14; C 0.38

An isolated ion of composition C6H11N4O and charge +1 in a non-equilibrium geometry. Source: the Open Molecules 2025 dataset; level of theory: ωB97M-V with the def2-TZVPD basis set.

Gap between HOMO and LUMO: 8.84 eV
Largest force on an atom: 4.7 eV/A

```
! RIJCOSX wB97M-V def2-TZVPD def2/J DEFGRID3
* xyz 1 1
C 1.12 -2.24 -1.22
C 0.69 0.19 -1.23
C 0.01 2.42 -0.39
C 0.77 -1.37 0.98
C -1.19 1.94 0.47
C -0.46 -0.65 0.51
N 0.96 -2.43 0.03
N 0.77 1.44 -1.24
N 1.16 -0.95 -1.79
N -0.98 0.62 1.22
O -1.55 -1.47 0.36
H 1.19 -3.15 -1.75
H -0.36 3.17 -1.00
H 0.84 2.79 0.25
H 1.43 -0.56 0.88
H 0.85 -1.95 1.85
H -1.47 2.62 1.24
H -2.10 1.81 -0.20
H 1.69 -0.97 -2.68
H -0.17 0.77 1.94
H -1.82 0.39 1.67
H -1.39 -2.42 0.13
*
```

Atom charges from the natural (NBO) analysis, given in e for atoms 1 to 2: C 0.29; C 0.53

A 2-piece molecular cluster, C6H11N4O2 overall in a non-equilibrium geometry. Source: the Open Molecules 2025 dataset; level of theory: ωB97M-V with the def2-TZVPD basis set.

Gap between HOMO and LUMO: 9.39 eV
Largest force on an atom: 4.0 eV/A

```
! RIJCOSX wB97M-V def2-TZVPD def2/J DEFGRID3
* xyz 1 1
C -2.52 1.10 0.44
C -3.43 0.10 0.03
C 1.91 -1.53 0.22
C 2.91 -0.68 0.95
C 2.61 1.17 -0.48
C 1.29 0.53 -0.83
N -1.43 -0.64 -0.22
N -1.31 0.55 0.21
N 1.10 -0.68 -0.64
N -4.73 0.22 -0.23
O -2.75 -0.95 -0.36
O 3.46 0.23 0.05
H -2.51 2.19 0.76
H 2.51 -2.06 -0.50
H 1.11 -2.14 0.63
H 2.62 0.02 1.80
H 3.65 -1.35 1.33
H 2.99 1.76 -1.29
H 2.23 1.87 0.31
H 0.73 1.06 -1.52
H 0.13 -1.08 -0.85
H -5.19 0.86 0.47
H -5.39 -0.55 -0.30
*
```

Atom charges from the natural (NBO) analysis, given in e for atoms 1 to 2: C -0.22; C 0.50

A 2-piece molecular cluster, C6H11NO overall in a non-equilibrium geometry. Source: the Open Molecules 2025 dataset; level of theory: ωB97M-V with the def2-TZVPD basis set.

Gap between HOMO and LUMO (alpha / beta): 2.57 / 8.38 eV
Largest force on an atom: 3.7 eV/A

```
! RIJCOSX wB97M-V def2-TZVPD def2/J DEFGRID3
* xyz -1 2
C 0.88 -2.00 -0.68
C 0.71 -0.57 -0.19
C 1.45 0.11 0.73
N 1.00 1.40 0.77
C -0.05 1.51 -0.07
C -0.33 0.35 -0.76
C -1.44 -0.10 -1.65
H 1.47 -2.02 -1.60
H -0.11 -2.36 -1.00
H 1.31 -2.61 0.09
H 2.26 -0.29 1.33
H 1.42 2.10 1.36
H -0.43 2.49 -0.37
H -1.51 -1.19 -1.55
H -2.37 0.39 -1.33
H -1.39 0.28 -2.64
H -1.63 0.47 2.32
H -0.28 1.18 2.32
O -0.96 0.84 2.92
*
```

Atom charges from the natural (NBO) analysis, given in e for atoms 1 to 2: C -0.64; C -0.13

The molecule C6H11NO in a non-equilibrium geometry. Source: the Open Molecules 2025 dataset; level of theory: ωB97M-V with the def2-TZVPD basis set.

Gap between HOMO and LUMO: 8.48 eV
Largest force on an atom: 1.5 eV/A

```
! RIJCOSX wB97M-V def2-TZVPD def2/J DEFGRID3
* xyz 0 1
C 2.52 -0.09 -0.34
C 1.07 0.24 -0.58
C 0.13 0.38 0.46
N 0.44 0.75 1.76
C -1.15 0.05 0.00
C -2.45 0.66 0.43
C -0.99 -0.83 -1.07
O -0.48 -2.11 -0.88
H 2.94 -0.58 -1.22
H 3.13 0.80 -0.16
H 2.64 -0.76 0.51
H 0.86 0.72 -1.53
H -0.17 0.43 2.49
H 1.40 0.99 1.95
H -3.14 0.72 -0.41
H -2.95 0.06 1.21
H -2.31 1.67 0.82
H -1.70 -0.82 -1.90
H 0.22 -2.27 -1.54
*
```

Atom charges from the natural (NBO) analysis, given in e for atoms 1 to 2: C -0.67; C -0.26

A 2-piece molecular cluster, C6H11NO overall in a non-equilibrium geometry. Source: the Open Molecules 2025 dataset; level of theory: ωB97M-V with the def2-TZVPD basis set.

Gap between HOMO and LUMO: 8.47 eV
Largest force on an atom: 1.4 eV/A

```
! RIJCOSX wB97M-V def2-TZVPD def2/J DEFGRID3
* xyz 0 1
C -1.49 -1.87 1.18
C -1.52 -0.63 0.30
C -2.43 0.45 0.34
C -2.02 1.36 -0.59
N -0.93 0.84 -1.23
C -0.59 -0.36 -0.68
C 0.67 -1.09 -1.02
H -1.36 -2.74 0.55
H -0.66 -1.77 1.86
H -2.45 -2.03 1.67
H -3.31 0.58 0.97
H -2.46 2.29 -0.91
H -0.27 1.40 -1.75
H 0.53 -2.14 -0.73
H 1.58 -0.66 -0.61
H 0.75 -1.17 -2.11
O 5.98 1.29 1.36
H 5.06 0.99 1.26
H 6.18 2.00 0.74
*
```

Atom charges from the natural (NBO) analysis, given in e for atoms 1 to 2: C -0.63; C -0.08

C6H11NO as an isolated structure in a non-equilibrium geometry. Source: the Open Molecules 2025 dataset; level of theory: ωB97M-V with the def2-TZVPD basis set.

Gap between HOMO and LUMO: 9.23 eV
Largest force on an atom: 6.7 eV/A

```
! RIJCOSX wB97M-V def2-TZVPD def2/J DEFGRID3
* xyz 0 1
C 1.44 -0.73 1.24
C 1.25 -0.16 -0.19
C 0.23 -1.12 -0.73
C -1.20 0.42 0.02
C -1.58 1.98 -0.22
C -0.42 1.31 -0.72
H 2.37 -1.49 1.10
H 1.53 0.20 2.31
H 0.31 -1.57 1.74
H 2.10 -0.19 -0.78
H 0.44 -1.56 -1.80
H 0.63 -2.00 0.01
H -1.90 -1.49 0.21
H -0.80 0.12 1.00
H -1.46 2.76 0.51
H -2.15 2.28 -1.05
H -0.42 1.00 -1.84
N -1.27 -0.90 -0.46
O 0.90 1.12 -0.34
*
```

Atom charges from the natural (NBO) analysis, given in e for atoms 1 to 2: C -0.65; C 0.01

A 2-piece molecular cluster, C6H11NO overall in a non-equilibrium geometry. Source: the Open Molecules 2025 dataset; level of theory: ωB97M-V with the def2-TZVPD basis set.

Gap between HOMO and LUMO: 9.95 eV
Largest force on an atom: 4.3 eV/A

```
! RIJCOSX wB97M-V def2-TZVPD def2/J DEFGRID3
* xyz 0 1
C -0.45 2.67 -1.85
C -0.28 1.48 -1.26
O 0.35 0.36 -1.70
N -1.00 0.25 -1.13
C -1.94 -0.24 -2.12
H -1.34 3.26 -1.69
H 0.07 2.96 -2.74
H -2.94 0.07 -1.82
H -1.88 -1.33 -2.12
H -1.77 0.12 -3.13
C 1.70 0.22 2.49
C 0.75 -0.75 2.30
C 1.07 -2.06 1.67
H 2.73 -0.10 2.50
H 1.62 0.82 3.39
H -0.24 -0.60 2.72
H 1.08 -1.91 0.58
H 2.08 -2.38 1.91
H 0.38 -2.83 2.00
*
```

Atom charges from the natural (NBO) analysis, given in e for atoms 1 to 2: C -0.51; C 0.43

C6H11NO as an isolated structure in a non-equilibrium geometry. Source: the Open Molecules 2025 dataset; level of theory: ωB97M-V with the def2-TZVPD basis set.

Gap between HOMO and LUMO: 5.25 eV
Largest force on an atom: 6.4 eV/A

```
! RIJCOSX wB97M-V def2-TZVPD def2/J DEFGRID3
* xyz 0 1
C -1.78 -0.54 -1.33
C -1.11 -1.07 -0.04
C 0.30 -0.89 -0.20
C 1.02 -0.03 0.68
C 2.28 0.35 0.69
C 2.59 1.72 1.47
O 1.77 2.11 2.44
N -3.27 -0.85 -1.05
H -1.41 -1.29 -2.01
H -1.12 0.31 -1.67
H -1.39 -2.13 -0.03
H -1.69 -0.62 0.80
H 0.74 -1.41 -0.95
H 0.32 0.49 1.37
H 2.89 0.04 -0.14
H 2.79 2.39 0.60
H 3.58 1.54 1.95
H -3.92 -0.33 -1.71
H -2.59 0.22 -0.90
*
```

Atom charges from the natural (NBO) analysis, given in e for atoms 1 to 2: C -0.46; C -0.48

C6H11NO as an isolated structure in a non-equilibrium geometry. Source: the Open Molecules 2025 dataset; level of theory: ωB97M-V with the def2-TZVPD basis set.

Gap between HOMO and LUMO: 8.74 eV
Largest force on an atom: 6.2 eV/A

```
! RIJCOSX wB97M-V def2-TZVPD def2/J DEFGRID3
* xyz 0 1
C -0.67 -0.73 0.35
C -1.22 0.86 0.53
C -0.12 1.75 -0.24
C 1.00 0.73 -0.13
C 1.98 -0.16 -0.63
C 0.53 -0.63 -0.66
H -1.39 -2.42 -0.57
H -2.37 -1.04 -0.90
H -0.32 -1.10 1.38
H -0.71 0.88 2.01
H -2.58 1.17 0.45
H 0.01 2.68 0.36
H -0.50 2.22 -1.30
H 1.03 0.83 0.93
H 2.33 -0.36 -1.64
H 2.30 -1.84 1.15
H -0.13 -0.69 -1.72
N -1.80 -1.52 -0.06
O 2.64 -0.64 0.68
*
```

Atom charges from the natural (NBO) analysis, given in e for atoms 1 to 2: C -0.05; C -0.38

C6H11NO as an isolated structure in a non-equilibrium geometry. Source: the Open Molecules 2025 dataset; level of theory: ωB97M-V with the def2-TZVPD basis set.

Gap between HOMO and LUMO: 8.98 eV
Largest force on an atom: 4.3 eV/A

```
! RIJCOSX wB97M-V def2-TZVPD def2/J DEFGRID3
* xyz 0 1
C 1.75 -0.21 0.34
C 1.05 1.18 -0.20
C -1.89 0.71 0.15
C -2.80 -0.28 -0.82
C 0.31 -0.78 0.53
C -0.38 0.33 -0.36
H 3.47 -0.32 -0.73
H 3.33 -1.64 -0.20
H 1.37 1.55 -1.37
H 1.30 2.14 0.64
H -2.02 1.99 -0.10
H -2.35 0.32 1.35
H -4.27 -1.46 -0.18
H 0.11 -1.89 0.24
H -0.04 -0.49 1.50
H 2.18 0.18 1.37
H -0.16 0.34 -1.46
N 2.75 -0.96 -0.66
O -3.71 -0.70 -0.05
*
```

Atom charges from the natural (NBO) analysis, given in e for atoms 1 to 2: C -0.07; C -0.41